Formula: C27H49S
Source: the OMol25 dataset
Level of theory: ωB97M-V/def2-TZVPD

Element x y z (Å)
C  6.977  3.421  0.641
C  6.806  1.905  0.612
C  8.065  1.144  0.189
C  7.916  -0.388  0.174
C  6.810  -0.853  -0.769
C  6.596  -2.363  -0.853
C  5.447  -2.747  -1.800
C  4.111  -2.143  -1.379
C  2.944  -2.483  -2.288
C  1.636  -1.799  -1.836
C  0.549  -2.128  -2.846
C  1.278  -2.243  -0.417
S  1.879  -0.006  -1.850
C  0.264  0.572  -1.200
C  -0.497  1.326  -2.241
C  -1.791  1.661  -2.137
C  -2.497  2.429  -3.222
C  -2.611  1.250  -0.928
C  -3.254  -0.158  -1.074
C  -4.022  -0.572  0.140
C  -3.468  -1.329  1.163
C  -4.180  -1.575  2.317
C  -5.449  -0.165  0.297
H  6.041  3.886  0.961
H  7.760  3.723  1.344
H  7.222  3.814  -0.351
H  6.498  1.554  1.606
H  5.983  1.658  -0.072
H  8.357  1.479  -0.816
H  8.885  1.406  0.870
H  8.872  -0.827  -0.146
H  7.711  -0.753  1.192
H  5.873  -0.372  -0.464
H  7.024  -0.470  -1.779
H  7.515  -2.838  -1.219
H  6.392  -2.759  0.152
H  5.679  -2.419  -2.822
H  5.352  -3.841  -1.815
H  3.878  -2.458  -0.350
H  4.202  -1.049  -1.329
H  3.167  -2.191  -3.327
H  2.751  -3.568  -2.272
H  0.458  -3.218  -2.898
H  -0.421  -1.701  -2.570
H  0.836  -1.743  -3.832
H  1.372  -3.334  -0.367
H  1.945  -1.783  0.323
H  0.248  -1.980  -0.157
H  -0.316  -0.239  -0.734
H  0.605  1.213  -0.365
H  0.089  1.611  -3.121
H  -3.529  2.646  -2.919
H  -1.996  3.384  -3.435
H  -2.526  1.870  -4.170
H  -1.974  1.252  -0.028
H  -3.419  1.983  -0.770
H  -3.933  -0.149  -1.940
H  -2.454  -0.889  -1.278
H  -2.439  -1.713  1.038
H  -3.729  -2.146  3.130
H  -5.215  -1.256  2.425
H  -5.829  0.400  -0.565
H  -6.072  -1.065  0.431
H  -5.596  0.432  1.209
C  -7.838  1.769  5.162
C  -7.875  1.512  3.666
C  -6.783  1.845  2.909
C  -9.110  1.020  3.090
C  -10.289  1.032  3.770
H  -8.677  1.277  5.666
H  -6.895  1.417  5.602
H  -7.899  2.850  5.357
H  -6.848  1.868  1.820
H  -5.903  2.268  3.394
H  -9.082  0.699  2.029
H  -11.194  0.614  3.333
H  -10.387  1.520  4.743

2S+1 ... 2
LUMO energy (alpha / beta) ... 0.7 / 0.0 eV
Gap between HOMO and LUMO (alpha / beta) ... 7.8 / 8.3 eV


Formula: C4H11NO
Source: the OMol25 dataset
Level of theory: ωB97M-V/def2-TZVPD

Element x y z (Å)
C  -2.993  -0.580  -0.737
C  -1.600  -0.092  -1.011
N  -1.074  -0.531  -2.192
O  -1.012  0.669  -0.269
H  -3.201  -0.696  0.323
H  -3.258  -1.531  -1.207
H  -3.674  0.173  -1.123
H  -0.148  -0.244  -2.464
H  -1.471  -1.318  -2.673
C  2.140  0.469  0.678
C  2.512  0.544  2.157
H  2.950  0.208  0.012
H  1.272  -0.178  0.533
H  1.712  1.421  0.345
H  3.466  0.040  2.359
H  1.764  0.067  2.795
H  2.613  1.580  2.472

LUMO energy ... 0.8 eV
ΔE to the lowest compared entry with this formula, charge and spin ... 21.5 kJ/mol
Gap between HOMO and LUMO ... 10.8 eV


Formula: C5H14NO2
Source: the OMol25 dataset
Level of theory: ωB97M-V/def2-TZVPD

Element x y z (Å)
C  -0.605  -0.045  0.198
N  -0.919  0.177  -1.275
C  -0.972  -1.135  -2.143
O  -2.216  -1.464  -2.341
C  0.368  1.075  0.622
C  1.613  0.614  1.372
C  2.582  1.793  1.517
H  -1.590  -0.086  0.697
H  -0.192  -0.995  0.505
H  -1.840  0.441  -1.258
H  -0.613  -0.915  -3.192
H  -0.366  -1.789  -1.624
H  -0.239  1.767  1.273
H  0.662  1.649  -0.254
H  1.234  0.257  2.402
H  1.875  -0.350  0.856
H  3.177  1.879  0.596
H  3.111  1.852  2.370
H  2.056  2.713  1.447
H  -2.306  -2.067  0.001
H  -2.489  -2.534  -1.396
O  -2.329  -2.836  -0.372

LUMO energy ... 3.4 eV
ΔE to the lowest compared entry with this formula, charge and spin ... 207.7 kJ/mol
Charge ... -1
Gap between HOMO and LUMO ... 6.7 eV


Formula: C4H6O2P
Source: the OMol25 dataset
Level of theory: ωB97M-V/def2-TZVPD

Element x y z (Å)
C  1.169  1.885  0.029
C  1.008  0.596  0.317
C  2.219  -0.300  0.030
C  -0.273  -0.229  0.470
O  3.326  0.206  -0.070
O  1.977  -1.568  0.036
P  -0.012  -2.062  0.128
H  0.476  2.743  0.087
H  2.212  2.033  -0.214
H  -0.985  0.177  -0.120
H  -0.791  -0.242  1.439
H  -0.001  -1.966  -1.214
H  -1.416  -2.184  -0.268

2S+1 ... 3
LUMO energy (alpha / beta) ... 4.2 / 1.1 eV
ΔE to the lowest compared entry with this formula, charge and spin ... 232.6 kJ/mol
Charge ... -1
Gap between HOMO and LUMO (alpha / beta) ... 3.9 / 5.1 eV


> Number 1 is which compound?

C27H49S